Entry 1:
Molecular formula: C10H30N6O4Rb
Method: DFT, the ωB97M-V functional and the def2-TZVPD basis

Geometry as XYZ:
```
51
Properties=species:S:1:pos:R:3:mulliken_charge:R:1
Rb -13.2255 4.5515 11.6343 0.989
C -9.3811 2.4714 16.6544 0.655
O -10.1299 2.3182 15.6831 -0.686
N -9.6872 2.2777 17.8786 -0.403
N -8.1309 2.7965 16.5271 -0.377
H -10.6632 2.2597 18.1381 0.215
H -9.0168 1.8319 18.4884 0.213
H -7.5853 2.9009 15.6836 0.200
H -7.5812 3.0152 17.3457 0.185
C -16.7077 9.8658 11.2602 0.634
O -15.7567 9.2095 11.6895 -0.714
N -16.6231 10.8193 10.3503 -0.389
N -17.8701 9.6563 11.6806 -0.370
H -17.5186 11.2624 10.2027 0.172
H -15.7019 11.1782 10.1435 0.241
H -17.9228 8.8442 12.2788 0.240
H -18.6416 10.0288 11.1457 0.186
C -10.3003 0.2337 7.1160 -1.461
C -11.1735 -0.5665 8.0117 0.395
C -10.8250 -2.0361 7.9751 -0.763
O -11.7058 -2.7897 8.8799 -0.343
C -11.3550 -4.1559 9.1053 -0.776
N -10.9345 -0.0371 9.4202 -0.747
H -10.5667 1.2813 7.2568 0.348
H -10.4706 -0.1427 6.1073 0.371
H -9.2295 0.0602 7.2230 0.350
H -12.2354 -0.4081 7.8236 0.348
H -9.7567 -2.1558 8.1552 0.350
H -10.8800 -2.5501 7.0155 0.460
H -10.5731 -4.4038 9.8232 0.316
H -10.9122 -4.6210 8.2246 0.308
H -12.2505 -4.7244 9.3563 0.259
H -11.4499 -0.7195 9.9575 0.310
H -9.9575 -0.2398 9.5769 0.284
C -10.4659 10.9513 7.2329 -1.262
C -10.4124 9.5528 6.6540 0.199
C -11.1313 8.5654 7.4823 -0.606
O -10.4634 8.2710 8.7261 -0.334
C -8.9974 8.0364 8.5401 -0.747
N -11.0717 9.7280 5.3610 -0.741
H -9.9534 10.9415 8.1948 0.285
H -11.4750 11.3305 7.3943 0.321
H -9.9871 11.7834 6.7167 0.387
H -9.3741 9.2746 6.4735 0.421
H -11.2440 7.6689 6.8727 0.337
H -12.1031 9.0101 7.6967 0.378
H -8.4147 7.6545 9.3784 0.279
H -8.6099 9.0539 8.4887 0.241
H -8.6994 7.4324 7.6831 0.319
H -11.1806 8.8686 4.8417 0.243
H -12.0218 10.0117 5.5529 0.280
```

As for the relative energy (zero: lowest compared OMol25 entry of this formula, charge and spin): 384.7 kJ/mol. Its net charge is +1. The value obtained for the LUMO energy is -3.52 eV.

Entry 2:
Molecular formula: C3H4ClOPS
Method: DFT, the ωB97M-V functional and the def2-TZVPD basis

Geometry as XYZ:
```
11
Properties=species:S:1:pos:R:3:mulliken_charge:R:1
C -1.6397 -1.0689 -0.0168 -0.424
C -1.0054 0.1713 0.5189 0.883
C 0.5258 0.1112 0.6044 -1.173
O -1.6894 1.0570 1.0975 -0.551
P -4.8169 -0.2486 0.0722 0.221
S -3.2449 -1.5329 0.0554 -0.058
Cl -4.1540 1.5478 -0.3972 -0.121
H -1.0286 -1.7412 -0.6540 0.298
H 1.2156 0.2352 -0.2337 0.324
H 0.8407 -0.8666 1.0721 0.297
H 0.9643 0.8540 1.3538 0.305
```

As for the relative energy (zero: lowest compared OMol25 entry of this formula, charge and spin): 207.1 kJ/mol. The value obtained for the LUMO energy (spin up / spin down) is -1.45 / -1.28 eV.

Entry 3:
Molecular formula: C5H14N2
Method: DFT, the ωB97M-V functional and the def2-TZVPD basis

Geometry as XYZ:
```
21
Properties=species:S:1:pos:R:3:mulliken_charge:R:1
C 0.0881 -2.6427 0.9276 -1.200
C 0.6660 -1.2983 1.3069 -0.416
N -0.2545 -0.1822 0.9936 -0.393
C 0.3882 0.0199 -1.3918 -1.169
C 0.2293 0.7252 -0.0613 0.260
C -0.7553 1.8955 -0.0811 -0.777
N -0.7610 2.6421 -1.3130 -0.519
H 0.0518 -2.8545 -0.1422 0.279
H -0.8738 -2.8426 1.4020 0.343
H 0.7124 -3.4587 1.2991 0.388
H 0.9221 -1.2170 2.3678 0.378
H 1.6451 -1.1323 0.8485 0.270
H -1.1522 -0.5669 0.7382 0.281
H 1.1412 -0.7650 -1.2718 0.327
H -0.5370 -0.4149 -1.7591 0.276
H 0.7707 0.6037 -2.2338 0.384
H 1.2009 1.1041 0.2647 0.238
H -1.7876 1.5618 0.1126 0.304
H -0.5849 2.4242 0.8718 0.317
H -1.2720 3.5060 -1.2231 0.232
H 0.1625 2.8927 -1.6556 0.198
```

As for the relative energy (zero: lowest compared OMol25 entry of this formula, charge and spin): 82.5 kJ/mol. The value obtained for the LUMO energy is 1.13 eV. The SMILES is CCN[C@@H](C)CN.

Entry 4:
Molecular formula: C26H32N2O5
Method: DFT, the ωB97M-V functional and the def2-TZVPD basis

Geometry as XYZ:
```
65
Properties=species:S:1:pos:R:3:mulliken_charge:R:1
C -0.8614 -1.8636 1.2144 -2.126
C -0.5756 -0.4226 0.9375 0.806
C -1.5243 0.5442 1.0371 0.421
C -1.2102 1.9477 0.7912 0.656
O -2.0071 2.8539 0.8916 -0.714
O 0.0697 2.2638 0.4570 -0.528
C 1.0238 1.3168 0.3138 -0.547
C 2.2874 1.7457 -0.0626 -0.475
C 3.3188 0.8311 -0.2343 0.278
C 3.0667 -0.5382 -0.0466 0.569
C 1.8077 -0.9456 0.3372 -1.114
C 0.7587 -0.0433 0.5425 1.010
H 1.6325 -2.0022 0.4655 0.548
C 4.1640 -1.5367 -0.2890 -1.194
C 5.2662 -0.9043 -1.1323 -1.162
H 6.1355 -1.5582 -1.1707 0.428
H 4.8993 -0.7650 -2.1524 0.433
C 5.6595 0.4725 -0.5887 1.441
C 6.6835 1.1652 -1.4988 -1.250
C 8.0683 0.5308 -1.4155 -0.648
C 8.5728 0.5145 0.0237 -0.706
C 7.5847 -0.2174 0.9257 -0.609
C 6.2088 0.4354 0.8465 -1.204
H 6.2826 1.4706 1.1886 0.385
H 5.5036 -0.0736 1.5052 0.404
H 7.9349 -0.1903 1.9596 0.356
H 7.5210 -1.2656 0.6269 0.313
H 8.6896 1.5412 0.3769 0.324
H 9.5500 0.0302 0.0700 0.373
H 8.7575 1.0983 -2.0435 0.382
H 8.0355 -0.4892 -1.8032 0.323
H 6.7401 2.2103 -1.1888 0.406
H 6.3182 1.1454 -2.5271 0.413
O 4.5137 1.3358 -0.6057 -0.564
H 3.7583 -2.4108 -0.8034 0.490
H 4.5690 -1.8863 0.6657 0.285
H 2.4695 2.7944 -0.2275 0.529
C -2.9681 0.2840 1.3524 -1.562
H -3.0735 -0.2588 2.2950 0.527
H -3.4570 1.2572 1.4424 0.656
C -3.6362 -0.5101 0.2309 1.064
O -3.0192 -0.9194 -0.7337 -0.688
N -4.9567 -0.7677 0.3884 0.082
C -5.8274 -0.2813 1.4332 -0.985
H -6.3429 -1.1456 1.8746 0.304
C -6.8638 0.6875 0.8613 -0.764
H -6.3655 1.5672 0.4521 0.247
H -7.5335 1.0213 1.6546 0.478
C -7.6642 0.0123 -0.2518 0.188
C -8.6406 0.9973 -0.8876 0.165
O -8.5508 2.1974 -0.7887 -0.620
N -9.6316 0.4034 -1.5963 -0.351
H -9.6968 -0.5922 -1.7048 0.202
H -10.2901 0.9854 -2.0867 0.253
H -8.2314 -0.8305 0.1611 0.300
C -6.6911 -0.5086 -1.3172 -0.640
C -5.6718 -1.4468 -0.6725 -1.049
H -6.1812 -2.3226 -0.2518 0.410
H -4.9347 -1.7777 -1.4060 0.428
H -6.1657 0.3364 -1.7653 0.294
H -7.2244 -1.0390 -2.1082 0.375
H -5.2557 0.2092 2.2171 0.534
H -0.8983 -2.4080 0.2722 0.391
H -1.8186 -1.9909 1.7086 0.370
H -0.0819 -2.2944 1.8399 0.656
```

As for the relative energy (zero: lowest compared OMol25 entry of this formula, charge and spin): 15.4 kJ/mol. The value obtained for the LUMO energy is 0.49 eV. The SMILES is Cc1c(CC(=O)N2CCC(C(N)=O)CC2)c(=O)oc2cc3c(cc12)CCC1(CCCCC1)O3.

Entry 5:
Molecular formula: C20H32F3NO15P
Method: DFT, the ωB97M-V functional and the def2-TZVPD basis

Geometry as XYZ:
```
72
Properties=species:S:1:pos:R:3:mulliken_charge:R:1
C 0.3661 4.2718 2.2335 -0.542
C 1.8893 4.2096 2.2244 0.595
O 2.5173 4.8290 1.4522 -0.539
O 2.5509 3.4133 3.1192 -0.423
C 2.2442 2.0028 2.9897 -0.212
C 2.9004 1.3853 1.7494 -0.816
C 2.0599 0.2627 1.1200 -0.389
C 0.6549 0.7161 0.6270 0.923
C 0.6425 0.9271 -0.9051 -1.285
C -0.1951 -0.1540 -1.6376 -0.208
C -0.3075 0.1544 -3.1562 -1.378
C 0.9736 0.5878 -3.8555 1.413
O 1.1753 2.0205 -3.7120 -0.652
C 0.9457 0.2867 -5.3879 -1.253
N 1.9068 -0.7514 -5.7909 -0.688
P 0.6085 -1.7302 -1.4186 0.797
O 0.5943 -2.2262 -0.0264 -0.771
O 2.2106 -1.7660 -1.9154 -0.442
O -0.1318 -2.8296 -2.3830 -0.599
H -0.0122 3.4814 2.8905 0.180
H 0.0509 5.2621 2.5527 0.398
H 0.0616 4.0673 1.2091 0.180
H 2.7179 1.5596 3.8643 0.385
H 1.1734 1.8122 3.0391 0.040
H 3.8606 0.9488 2.0420 0.383
H 3.1310 2.1300 0.9849 0.316
H 2.6186 -0.1109 0.2605 -0.151
H 1.9538 -0.6057 1.7743 0.425
H -0.0772 -0.0231 0.9293 -0.140
H 0.4078 1.6487 1.1436 0.067
H 1.6729 1.0354 -1.2929 0.278
H 0.1192 1.8690 -1.0965 0.307
H -0.7245 -0.7496 -3.6104 0.421
H -1.0457 0.9464 -3.3472 0.452
H 1.8774 0.1093 -3.4686 -0.182
H 2.1243 2.1368 -3.6011 0.384
H -0.0466 -0.0657 -5.6800 0.333
H 1.1728 1.2107 -5.9196 0.446
H 1.7749 -1.5154 -5.1355 0.316
H 2.8573 -0.4097 -5.7318 0.264
H 2.6069 -0.8933 -1.7997 0.190
H 0.1772 -3.6924 -2.0691 0.298
C -3.0442 -0.3164 1.8569 -0.616
C -3.8154 -0.0558 3.1252 0.474
O -2.8727 0.6441 3.9236 -0.337
C -2.0493 1.2994 3.0536 0.549
O -1.3101 2.1819 3.3535 -0.585
O -2.1832 0.8223 1.8017 -0.152
F -4.1544 -1.2100 3.7544 -0.336
H -2.4418 -1.2246 1.9140 0.259
H -3.6795 -0.3705 0.9769 0.290
H -4.7087 0.5583 2.9937 0.330
C -8.6494 -1.7964 5.7283 -0.432
C -7.2040 -2.1600 5.5031 0.291
O -6.8882 -1.4541 4.3185 -0.234
C -7.6918 -0.3520 4.2968 0.636
O -7.5196 0.5889 3.5996 -0.491
O -8.7121 -0.4750 5.1883 -0.325
F -7.0561 -3.4884 5.2791 -0.282
H -9.3282 -2.4489 5.1767 0.277
H -8.9280 -1.8027 6.7795 0.268
H -6.5288 -1.8494 6.3026 0.297
C 4.9526 -2.4503 -3.5626 -0.351
C 6.3470 -2.8872 -3.9267 0.341
O 6.4969 -2.3890 -5.2433 -0.327
C 5.7019 -1.2790 -5.3312 0.619
O 5.7763 -0.4684 -6.1911 -0.516
O 4.8239 -1.2274 -4.2987 -0.221
F 6.4585 -4.2400 -3.9531 -0.293
H 4.1930 -3.1573 -3.8972 0.250
H 4.8259 -2.2804 -2.4966 0.211
H 7.1316 -2.4733 -3.2903 0.284
```

Its net charge is -1. The value obtained for the LUMO energy is 1.78 eV.

Entry 6:
Molecular formula: CH3NO3S
Method: DFT, the ωB97M-V functional and the def2-TZVPD basis

Geometry as XYZ:
```
9
Properties=species:S:1:pos:R:3:mulliken_charge:R:1
C -0.5766 0.3493 0.3187 -0.003
N 0.7046 0.5576 -0.3685 0.853
O 1.5754 1.1994 0.0706 -0.534
O 0.8142 -0.0881 -1.3988 -0.576
O -1.5207 -0.0129 -0.5080 -0.482
S 0.0047 -1.0584 1.6127 -0.209
H -0.5890 1.2011 1.0332 0.387
H -1.2626 -0.4929 -1.3520 0.390
H 0.8500 -1.6552 0.5923 0.173
```

As for the relative energy (zero: lowest compared OMol25 entry of this formula, charge and spin): 374.8 kJ/mol. The value obtained for the LUMO energy is -0.43 eV. The SMILES is O=[N+]([O-])[C@@H](O)S.

| no. | electronic energy (eV) |
| --- | --- |
| 1 | -28635.93371 |
| 2 | -37868.12903 |
| 3 | -8391.76420 |
| 4 | -40701.92536 |
| 5 | -70905.24411 |
| 6 | -19549.43022 |